{"formula": "C41H79N4O20P3S4", "method": "ωB97M-V/def2-TZVPD", "elements": ["S", "S", "S", "S", "P", "P", "P", "O", "O", "O", "O", "O", "O", "O", "O", "O", "O", "O", "O", "O", "O", "O", "O", "O", "O", "O", "O", "N", "N", "N", "N", "C", "C", "C", "C", "C", "C", "C", "C", "C", "C", "C", "C", "C", "C", "C", "C", "C", "C", "C", "C", "C", "C", "C", "C", "C", "C", "C", "C", "C", "C", "C", "C", "C", "C", "C", "C", "C", "C", "C", "C", "C", "H", "H", "H", "H", "H", "H", "H", "H", "H", "H", "H", "H", "H", "H", "H", "H", "H", "H", "H", "H", "H", "H", "H", "H", "H", "H", "H", "H", "H", "H", "H", "H", "H", "H", "H", "H", "H", "H", "H", "H", "H", "H", "H", "H", "H", "H", "H", "H", "H", "H", "H", "H", "H", "H", "H", "H", "H", "H", "H", "H", "H", "H", "H", "H", "H", "H", "H", "H", "H", "H", "H", "H", "H", "H", "H", "H", "H", "H", "H"], "xyz": [[-4.84681, 2.00504, -1.17989], [-0.34147, -0.18330, 0.67431], [-0.43742, 3.82466, -4.44939], [0.12162, -5.05875, -0.21982], [-4.83216, -2.35451, 3.90479], [5.41681, -1.13578, 1.67886], [5.48232, 1.20674, -4.30821], [0.13483, -5.94453, -1.34927], [0.35195, 4.76379, -3.65228], [4.35199, 0.13341, 1.65496], [4.89137, -2.11894, 2.89887], [4.38807, 2.40513, -4.05295], [-3.52316, 2.53298, -1.43255], [-5.93016, 2.47305, -2.03964], [-4.29832, -3.05440, 5.28174], [-4.51853, -3.04150, 2.63329], [-6.37019, -2.14480, 4.27198], [-0.25073, 2.39604, -4.39611], [4.82830, -0.11119, -3.62525], [6.86823, 1.47597, -3.83494], [0.87306, -3.82656, -0.15573], [-0.28297, -0.19720, 2.12872], [-4.12631, -0.86504, 4.02733], [5.61181, -1.81261, 0.35108], [-1.35056, -0.97335, -0.04559], [5.36873, 0.82338, -5.86688], [6.76305, -0.54295, 2.32363], [2.84533, 4.97781, -1.74896], [0.29958, -1.76708, 4.18154], [-0.79791, -1.65697, -5.06037], [-1.19267, 4.08485, 4.16897], [-5.25842, 2.13539, 0.60719], [3.84796, 4.00482, 0.01014], [-4.35815, 1.06920, 1.23038], [-4.53278, -0.18853, 0.28983], [-1.99986, 4.17801, 2.10159], [0.30422, -3.45202, 5.67508], [3.71392, -2.84070, 2.69985], [-2.22929, 4.12059, -4.00921], [-0.67933, 4.53629, -6.16683], [2.01166, 5.22105, -0.65983], [-0.86630, -2.37500, -2.90644], [3.84878, 0.70961, 2.87213], [0.09993, -2.92916, 3.50154], [3.05637, 2.17906, -4.24754], [-1.21694, -3.45435, -3.79663], [0.36771, -2.07621, 5.50707], [-2.79665, 5.04090, -5.04191], [1.87907, 0.87097, -0.45674], [3.94611, 4.27881, -1.31776], [-2.98980, -3.59351, 5.31166], [-1.20982, -2.98159, -5.09207], [-0.45762, 1.61466, 0.11990], [-3.07983, 4.12279, 2.95652], [6.12226, -0.33409, -6.32234], [-0.82614, 4.15766, 2.84036], [0.23982, -4.00186, 4.41011], [2.64499, 4.57990, 0.39888], [-2.20937, -5.70224, 1.14144], [-2.60814, 4.09637, 4.26142], [1.41126, -0.50724, -0.05963], [-1.11635, -6.76406, 1.41006], [0.72152, 1.78635, -0.91069], [7.71872, -1.59014, 2.62334], [-2.23953, 4.67032, -6.39692], [0.23859, -6.11205, 1.31582], [-1.61442, -4.63184, 0.14056], [-2.80640, -0.68729, 3.77334], [-0.67979, -1.25939, -3.75614], [-4.65108, 0.22465, -1.22251], [-7.18906, -1.43742, 3.37344], [5.02130, -0.33769, -2.28302], [-1.47606, 1.87186, -0.17118], [6.00402, -0.77810, -2.11450], [0.23000, -5.05791, 4.18412], [7.77078, -1.76744, 3.69757], [8.72455, -1.33291, 2.29132], [-6.82013, -1.50190, 2.34980], [6.14419, -1.06604, -5.51496], [-2.59046, 6.07351, -4.76032], [5.58887, -0.80503, -7.14806], [-0.25746, 2.24593, 0.98566], [-3.82331, -0.99296, 0.48387], [-2.52518, -3.58116, 4.32572], [7.16744, -0.10833, -6.53385], [4.29466, -1.08989, -1.97596], [0.37104, -3.99553, 6.60595], [-2.61374, 0.36921, 3.58682], [-8.15313, -1.93882, 3.28824], [-3.88563, 4.99732, -5.02341], [-0.27434, -0.27755, -3.56120], [4.21697, 1.72244, 3.03553], [0.27964, 1.62692, -1.89426], [-5.53268, -0.18028, -1.71942], [2.61853, 0.76840, -1.25096], [0.18163, -1.24020, 6.16500], [2.65113, 5.34545, -2.66941], [-0.57493, 4.07361, 4.96795], [2.13582, -1.06660, 0.53217], [4.71407, 4.04512, -2.04028], [2.78463, 0.78179, 2.64745], [-4.62254, 0.77383, 2.24573], [-0.00510, 3.98268, -6.82031], [-2.52606, -1.20416, 2.85553], [-5.10199, 3.18842, 0.84119], [2.48202, 1.48789, 0.20956], [4.57187, 3.52415, 0.65148], [-6.33727, 1.98731, 0.65474], [-2.06059, 4.10862, 1.02553], [0.22969, 4.14508, 2.61350], [1.11591, -6.68243, 1.01071], [3.04124, -2.69057, 3.54428], [-1.15643, -7.40453, 0.52899], [0.28141, -0.83834, 3.78505], [-0.68179, -1.04527, -5.85563], [3.18738, -2.66032, 1.76266], [-3.14912, 4.17342, 5.19298], [-3.35587, 1.46368, 1.39747], [-2.05586, -4.42623, -0.83461], [5.09166, 0.57621, -1.69315], [-2.65964, 3.72704, -6.74597], [-4.11572, 4.19967, 2.66085], [2.70252, 2.87491, -5.00826], [-0.85486, -2.43788, -1.82834], [2.79915, 1.18800, -4.62133], [-1.29242, -7.38392, 2.28919], [-2.28253, 4.52120, -2.99689], [-5.43774, -0.76280, 0.48822], [-7.27249, -0.37978, 3.62350], [3.93768, 0.08492, 3.76092], [-0.33256, 5.56602, -6.08024], [3.93186, -3.90544, 2.78310], [2.16759, 4.42697, 1.35549], [1.12157, 5.82236, -0.77194], [-3.13702, -6.15778, 0.79494], [-1.48169, -3.37468, -6.06055], [1.15399, 2.78146, -1.01476], [-0.07089, -2.97567, 2.43615], [-3.71526, 0.05231, -1.75414], [-1.45706, -4.46251, -3.49274], [-2.32942, -3.18824, 6.07831], [-2.35327, -5.24265, 2.11928], [-2.72537, 3.15023, -4.02916], [7.46495, -2.55236, 2.17857], [0.47799, -5.52790, 2.20439], [1.23764, -1.00200, -1.01523], [-2.60755, 5.37255, -7.14493], [2.43321, 2.54720, -3.43252], [-1.55553, -3.59841, 0.48211], [-3.01729, -4.64109, 5.61155], [-2.10674, -0.97579, 4.55777]], "total_energy_ev": -161918.4600, "orbital_gap_ev": 8.11, "relative_energy_kcal_mol": 0.0, "charge": 0, "smiles": "COP(=O)(OC)OC.COP(=O)(OC)OC.COP(=O)(OC)OC.O=S1(=O)CCCC1.O=S1(=O)CCCC1.O=S1(=O)CCCC1.O=S1(=O)CCCC1.c1cc[nH]c1.c1cc[nH]c1.c1cc[nH]c1.c1cc[nH]c1"}